Entry w
ORCA calculation (ωB97M-V/def2-TZVPD) on a cluster of 2 separate species, CH5O2PS in total.

Computed properties:
Total charge: 0
HOMO (spin up / spin down), eV: -8.404 / -9.048
M, g/mol: 112.1
Gap between HOMO and LUMO (spin up / spin down), hartree: 0.225 / 0.328
Spin multiplicity: 1

Atoms and positions in Å:
S: 1.635 1.418 0.400
P: 0.400 0.960 -1.387
C: -1.050 -0.796 0.927
H: 0.501 1.526 0.963
H: -0.385 -0.178 1.574
O: -0.970 0.882 -0.841
H: 1.742 -0.603 -1.588
H: -2.045 -0.950 1.061
O: 0.779 -0.579 -1.640
H: -0.607 -1.681 0.528

Entry x
ORCA calculation (ωB97M-V/def2-TZVPD) on a cluster of 2 separate species, CH5O2PS in total.

Computed properties:
Total charge: 0
HOMO, eV: -7.839
M, g/mol: 112.1
Gap between HOMO and LUMO, hartree: 0.294
Spin multiplicity: 1

Atoms and positions in Å:
P: 0.389 1.950 0.534
O: -0.920 -2.032 -1.000
H: 0.973 -1.785 -0.340
O: -0.498 -1.037 0.972
C: -0.052 -1.463 -0.209
S: 0.633 0.908 -1.172
H: -1.827 -1.841 -0.711
H: 1.565 2.704 0.492
H: 0.112 -0.409 1.404
H: -0.375 3.006 0.030

Of them, entry x has the highest stability.

Entry w
ORCA calculation (ωB97M-V/def2-TZVPD) on the molecule C5H5FN2O2.

Computed properties:
Total charge: 0
HOMO, eV: -8.730
M, g/mol: 144.1
Gap between HOMO and LUMO, hartree: 0.327
Structure (SMILES): O=[N+]([O-])[C@@]1(F)C=CC=CN1
Spin multiplicity: 1

Atoms and positions in Å:
H: 1.587 1.389 0.742
O: 1.705 -2.959 -2.019
C: -1.331 -0.114 0.104
C: 0.532 -1.645 -0.561
C: 0.852 0.630 0.372
H: 2.486 -0.460 -0.394
H: -2.478 -0.106 0.315
O: 0.353 -1.518 -2.844
N: -0.829 -1.245 -0.460
H: -1.562 -1.945 -0.743
H: -0.856 1.839 0.793
N: 0.865 -2.077 -1.928
C: -0.520 0.922 0.475
F: 0.811 -2.701 0.302
C: 1.384 -0.388 -0.315

Entry x
ORCA calculation (ωB97M-V/def2-TZVPD) on the molecule C5H5FN2O2.

Computed properties:
Total charge: 0
HOMO, eV: -8.975
M, g/mol: 144.1
Gap between HOMO and LUMO, hartree: 0.342
Structure (SMILES): O=[N+]([O-])[C@@]1(F)C=CC=CN1
Spin multiplicity: 1

Atoms and positions in Å:
C: -0.779 0.243 -0.671
N: -1.822 -0.102 0.477
H: 1.681 1.881 0.855
F: -1.464 0.596 -1.851
H: -0.191 -1.650 -1.552
O: -2.583 0.754 0.853
N: -0.006 -0.887 -0.907
H: 2.346 -0.570 1.397
O: -1.828 -1.225 0.934
H: 1.357 -2.212 -0.140
C: 1.081 -1.224 -0.096
C: 0.005 1.358 -0.080
H: -0.540 2.264 -0.301
C: 1.623 -0.261 0.575
C: 1.117 1.037 0.508

Of them, entry w has the highest stability.

Entry w
ORCA calculation (ωB97M-V/def2-TZVPD) on a cluster of 2 separate species, C2H6NO in total.

Computed properties:
Total charge: +1
HOMO, eV: -16.797
M, g/mol: 60.1
Gap between HOMO and LUMO, hartree: 0.431
Spin multiplicity: 1

Atoms and positions in Å:
C: 1.481 0.468 -0.454
H: 1.844 -1.401 1.238
O: -2.350 -0.136 0.183
H: 1.688 1.606 -0.128
N: 0.271 -0.219 0.108
H: -3.039 -0.571 -0.368
C: 1.343 -0.584 0.608
H: -2.274 0.887 0.111
H: -0.758 -0.284 0.142
H: 1.793 0.234 -1.442

Entry x
ORCA calculation (ωB97M-V/def2-TZVPD) on the ion C2H6NO with charge +1.

Computed properties:
Total charge: +1
HOMO, eV: -15.403
M, g/mol: 60.1
Gap between HOMO and LUMO, hartree: 0.346
Spin multiplicity: 1

Atoms and positions in Å:
H: 0.414 -1.399 0.018
H: 1.761 -0.548 -0.010
C: -1.404 0.411 -0.071
H: 0.571 -0.305 1.364
H: 0.635 1.464 -0.634
H: -1.965 0.816 -0.936
O: -1.199 1.072 1.060
H: -1.716 -0.658 -0.048
N: 0.822 -0.536 0.308
C: 0.052 0.503 -0.288

Of them, entry w has the highest stability.

Entry w
ORCA calculation (ωB97M-V/def2-TZVPD) on the ion C3H5N2OS with charge +1.

Computed properties:
Total charge: +1
HOMO (spin up / spin down), eV: -11.834 / -11.826
M, g/mol: 117.2
Gap between HOMO and LUMO (spin up / spin down), hartree: 0.209 / 0.209
Spin multiplicity: 1

Atoms and positions in Å:
C: 1.675 -1.015 0.372
H: 2.149 -1.681 1.059
S: 1.877 0.630 -3.412
H: -2.125 0.013 0.748
O: 0.479 -0.700 0.621
H: -1.322 1.546 1.150
C: 0.984 0.376 -2.176
N: -1.455 0.764 0.474
C: -0.295 0.084 -0.087
N: 0.024 0.595 -1.336
H: -0.638 1.353 -1.532
H: 2.323 -0.980 -0.447

Entry x
ORCA calculation (ωB97M-V/def2-TZVPD) on the ion C3H5N2OS with charge +1.

Computed properties:
Total charge: +1
HOMO (spin up / spin down), eV: -13.266 / -13.265
M, g/mol: 117.2
Gap between HOMO and LUMO (spin up / spin down), hartree: 0.189 / 0.189
Structure (SMILES): O=[NH+]CCN=C=S
Spin multiplicity: 1

Atoms and positions in Å:
H: 0.571 0.918 -1.180
C: 0.890 -0.340 0.536
S: -3.584 0.664 -0.319
C: -2.037 0.826 -0.232
H: 1.950 -0.144 0.209
N: -0.911 1.235 0.042
H: 0.677 -0.348 1.723
C: 0.387 0.997 -0.127
H: 0.368 -2.408 0.557
H: 0.927 1.880 0.236
N: 0.482 -1.572 -0.117
O: 0.279 -1.708 -1.328

Of them, entry x has the highest stability.

Entry w
ORCA calculation (ωB97M-V/def2-TZVPD) on a structure of composition C3H10NO2.

Computed properties:
Total charge: +1
HOMO, eV: -15.891
M, g/mol: 92.1
Gap between HOMO and LUMO, hartree: 0.449
Spin multiplicity: 1

Atoms and positions in Å:
C: 2.018 0.140 0.286
H: 2.024 -0.373 1.277
H: 0.649 -1.409 -0.270
C: 0.744 -0.236 -0.400
N: -0.395 0.491 0.090
C: -2.123 -0.058 -0.311
H: 2.846 -0.404 -0.187
O: -2.894 0.947 0.029
H: 1.026 -0.019 -1.509
H: -2.368 -1.132 1.286
H: -3.143 1.051 0.896
H: 2.148 1.337 0.479
H: -0.240 1.404 -0.290
O: -2.275 -1.209 0.333
H: -2.013 -0.087 -1.421
H: -0.347 0.526 1.197

Entry x
ORCA calculation (ωB97M-V/def2-TZVPD) on a cluster of 2 separate species, C3H10NO2 in total.

Computed properties:
Total charge: +1
HOMO, eV: -14.744
M, g/mol: 92.1
Gap between HOMO and LUMO, hartree: 0.408
Spin multiplicity: 1

Atoms and positions in Å:
H: -1.317 0.788 0.138
H: 1.889 -0.314 2.306
C: 1.086 -0.332 -0.799
O: 0.681 -1.356 -1.271
H: 1.754 -1.729 1.273
H: 0.406 -1.321 2.270
H: -1.920 1.956 -1.780
H: -1.127 -0.859 0.010
H: 0.901 1.095 0.820
H: 1.731 0.350 -1.383
C: 1.213 -0.885 1.678
H: -2.558 2.762 -0.661
H: -1.222 -0.160 1.526
N: -0.861 -0.047 0.579
C: 0.646 0.051 0.617
O: -2.075 1.935 -0.825

Of them, entry x has the highest stability.

Entry w
ORCA calculation (ωB97M-V/def2-TZVPD) on the molecule C5H5ClOS.

Computed properties:
Total charge: 0
HOMO, eV: -9.170
M, g/mol: 148.6
Gap between HOMO and LUMO, hartree: 0.293
Structure (SMILES): S=C/C(Cl)=C/[C@@H]1CO1
Spin multiplicity: 1

Atoms and positions in Å:
H: -1.496 1.121 -0.638
Cl: 1.002 2.407 -0.072
C: 1.222 0.673 -0.231
H: 3.300 1.114 -0.022
H: -3.095 -0.061 0.920
O: -2.153 -0.859 -0.766
H: 0.436 -1.291 -0.359
C: 2.636 0.246 -0.112
C: -1.204 0.128 -0.244
H: -1.910 -1.432 1.225
S: 3.201 -1.265 -0.058
C: -2.153 -0.562 0.647
C: 0.214 -0.219 -0.289

Entry x
ORCA calculation (ωB97M-V/def2-TZVPD) on the molecule C5H5ClOS.

Computed properties:
Total charge: 0
HOMO, eV: -8.368
M, g/mol: 148.6
Gap between HOMO and LUMO, hartree: 0.258
Spin multiplicity: 1

Atoms and positions in Å:
H: -1.413 -0.819 1.868
H: 0.631 2.386 0.713
Cl: -3.588 0.235 -0.899
H: -0.340 -1.327 0.014
C: 0.074 -0.669 -0.720
C: 0.580 0.568 -0.437
C: 0.052 1.535 0.393
H: 0.330 -1.138 -1.657
S: -1.621 1.690 0.692
C: -2.135 -0.979 1.036
C: -2.238 0.158 0.174
H: 1.425 0.915 -1.029
O: -2.728 -2.026 0.904

Of them, entry w has the highest stability.

Entry w
ORCA calculation (ωB97M-V/def2-TZVPD) on the molecule C3H4ClNO.

Computed properties:
Total charge: 0
HOMO, eV: -9.812
M, g/mol: 105.5
Gap between HOMO and LUMO, hartree: 0.362
Structure (SMILES): [H]/N=C/[C@@H](Cl)C=O
Spin multiplicity: 1

Atoms and positions in Å:
Cl: 2.241 0.266 0.524
H: -1.068 -1.626 -1.694
C: 0.549 -0.217 0.593
H: 0.400 -0.899 1.478
H: 0.213 2.140 0.226
C: -0.408 1.283 0.663
O: -1.537 1.340 1.047
C: 0.090 -0.762 -0.679
H: 0.546 -0.174 -1.416
N: -1.025 -1.352 -0.742

Entry x
ORCA calculation (ωB97M-V/def2-TZVPD) on the molecule C3H4ClNO.

Computed properties:
Total charge: 0
HOMO, eV: -9.135
M, g/mol: 105.5
Gap between HOMO and LUMO, hartree: 0.360
Structure (SMILES): O=CN/C=C\Cl
Spin multiplicity: 1

Atoms and positions in Å:
H: -2.249 1.421 -0.021
O: 2.717 -0.780 0.002
N: 1.115 0.831 -0.004
Cl: -1.774 -0.830 -0.004
H: -0.122 2.460 0.040
C: -0.153 1.369 -0.001
C: 1.551 -0.495 -0.001
H: 1.951 1.443 -0.051
H: 0.775 -1.244 0.061
C: -1.354 0.867 0.012

Of them, entry x has the highest stability.

Entry w
ORCA calculation (ωB97M-V/def2-TZVPD) on a cluster of 3 separate species, C3H5I3N in total.

Computed properties:
Total charge: +1
HOMO, eV: -12.153
M, g/mol: 435.8
Gap between HOMO and LUMO, hartree: 0.246
Spin multiplicity: 1

Atoms and positions in Å:
I: -0.299 1.297 -0.916
I: -1.567 -2.277 -1.104
H: -4.431 -1.405 -1.524
C: 1.516 1.541 0.034
C: -0.716 -1.900 0.712
N: 2.653 1.396 -0.577
H: 2.652 0.943 -1.450
I: -4.952 -0.331 -0.523
H: 3.443 1.727 -0.025
H: 0.280 -1.425 2.678
H: 1.494 1.970 1.060
C: -0.072 -1.536 1.635

Entry x
ORCA calculation (ωB97M-V/def2-TZVPD) on a structure of composition C3H5I3N.

Computed properties:
Total charge: +1
HOMO (spin up / spin down), eV: -12.325 / -12.660
M, g/mol: 435.8
Gap between HOMO and LUMO (spin up / spin down), hartree: 0.270 / 0.279
Spin multiplicity: 1

Atoms and positions in Å:
H: -1.473 -1.673 0.298
H: -2.292 -1.080 -0.995
N: -1.388 -0.952 -0.424
I: 4.128 0.881 0.327
C: -1.409 0.314 0.315
H: -1.333 0.272 1.447
C: 2.004 0.189 0.125
H: 1.254 1.769 1.400
C: 1.213 0.988 0.734
I: -2.111 1.786 -0.930
H: -0.420 -1.104 -1.039
I: 1.826 -1.393 -1.257

Of them, entry w has the highest stability.